1.
The molecule C5H6O. Source: the OMol25 dataset; level of theory: wB97M-V/def2-TZVPD.

The geometry in XYZ format:
```
12
Properties=species:S:1:pos:R:3:lowdin_charge:R:1
C 1.294 2.050 -0.231 -0.098
C 0.507 0.880 -0.558 -0.087
C -0.069 -0.173 -0.664 0.026
C -0.472 -1.431 -0.065 -0.331
C -0.972 -1.346 1.318 -0.111
O -1.826 -1.702 0.224 -0.025
H 1.244 2.683 -1.116 0.075
H 0.873 2.551 0.658 0.088
H 2.330 1.740 -0.013 0.090
H 0.229 -2.246 -0.272 0.144
H -1.147 -0.395 1.848 0.123
H -0.782 -2.183 1.983 0.106
```

SMILES: CC#C[C@H]1CO1
HOMO: -9.37 eV

***

2.
The molecule C5H6O at a distorted geometry. Source: the OMol25 dataset; level of theory: wB97M-V/def2-TZVPD.

The geometry in XYZ format:
```
12
Properties=species:S:1:pos:R:3:lowdin_charge:R:1
C -0.527 1.599 -0.356 -0.001
C -0.474 0.714 0.635 -0.200
C -0.690 -0.762 0.413 -0.216
C 0.626 -1.366 -0.049 -0.096
C 1.538 -0.602 -0.617 -0.214
O 2.346 0.078 -1.119 0.167
H -0.222 2.632 -0.221 0.060
H -0.854 1.304 -1.353 0.072
H -0.108 1.009 1.617 0.107
H -1.477 -0.925 -0.335 0.109
H -1.016 -1.262 1.333 0.107
H 0.859 -2.419 0.051 0.105
```

SMILES: C=CCC=C=O
HOMO: -8.84 eV

***

3.
The molecule C5H6O at a distorted geometry. Source: the OMol25 dataset; level of theory: wB97M-V/def2-TZVPD.

The geometry in XYZ format:
```
12
Properties=species:S:1:pos:R:3:lowdin_charge:R:1
C -2.275 -1.139 -0.016 0.120
C -1.253 -0.496 -0.057 -0.108
C 1.920 -1.312 0.019 -0.013
C -0.067 0.250 -0.048 -0.328
C -0.206 1.690 -0.030 -0.064
O 1.185 -0.254 0.063 -0.038
H -3.220 -1.685 0.013 0.036
H 1.507 -2.407 -0.079 0.107
H 2.981 -1.260 0.022 0.047
H -0.726 2.092 0.787 0.060
H -0.547 2.181 -0.896 0.065
H 0.702 2.340 0.221 0.115
```

HOMO: -6.94 eV

***

4.
The molecule C5H6O. Source: the OMol25 dataset; level of theory: wB97M-V/def2-TZVPD.

The geometry in XYZ format:
```
12
Properties=species:S:1:pos:R:3:lowdin_charge:R:1
O -0.502 2.569 -0.496 0.140
C -0.620 1.414 -0.201 -0.360
C -1.376 0.181 -0.256 -0.008
C 0.512 -1.624 -0.263 0.089
C 1.326 -0.400 -0.170 -0.266
C 0.061 0.254 0.437 -0.215
H -2.202 -0.001 0.424 0.121
H -1.454 -0.324 -1.214 0.112
H 0.486 -2.030 0.774 0.024
H 1.616 0.069 -1.118 0.106
H 2.145 -0.325 0.560 0.112
H 0.008 0.216 1.523 0.146
```

HOMO: -8.62 eV

***

5.
The molecule C5H6O. Source: the OMol25 dataset; level of theory: wB97M-V/def2-TZVPD.

The geometry in XYZ format:
```
12
Properties=species:S:1:pos:R:3:lowdin_charge:R:1
C -1.759 -0.087 -0.014 -0.053
C -0.269 0.078 -0.001 -0.281
C 0.714 -0.942 0.249 -0.033
C 1.924 -0.346 0.118 -0.128
O 1.779 0.963 -0.196 -0.007
C 0.443 1.202 -0.265 -0.090
H -2.268 0.878 0.075 0.077
H -2.096 -0.722 0.811 0.077
H -2.094 -0.555 -0.947 0.079
H 0.526 -1.981 0.487 0.110
H 2.941 -0.699 0.208 0.121
H 0.159 2.212 -0.526 0.129
```

SMILES: Cc1ccoc1
HOMO: -8.66 eV

***

6.
The molecule C5H6O at a distorted geometry. Source: the OMol25 dataset; level of theory: wB97M-V/def2-TZVPD.

The geometry in XYZ format:
```
12
Properties=species:S:1:pos:R:3:lowdin_charge:R:1
C -0.753 1.067 -0.149 -0.138
C 0.532 1.114 -0.040 -0.110
C 1.550 -0.208 -0.036 -0.099
O 0.602 -1.387 -0.169 -0.152
C -0.781 -1.268 0.084 -0.197
C -1.571 -0.263 -0.036 -0.086
H -1.425 1.975 -0.036 0.112
H 1.461 1.904 0.341 0.161
H 2.121 -0.152 -0.957 0.086
H 2.203 -0.465 0.990 0.162
H -1.290 -2.321 0.012 0.149
H -2.649 0.004 -0.004 0.112
```

SMILES: C1=CCOC=C1
HOMO: -8.54 eV

***

7.
The molecule C5H6O at a distorted geometry. Source: the OMol25 dataset; level of theory: wB97M-V/def2-TZVPD.

The geometry in XYZ format:
```
12
Properties=species:S:1:pos:R:3:lowdin_charge:R:1
C -2.380 -1.191 -1.054 0.106
C -1.268 -0.982 -0.645 -0.153
C 0.071 -0.690 -0.142 -0.235
C 0.267 0.780 0.211 -0.158
C 1.677 1.000 0.843 -0.246
O 2.458 0.127 1.125 0.060
H -3.363 -1.384 -1.419 0.021
H 0.818 -0.989 -0.885 0.125
H 0.274 -1.297 0.746 0.122
H 0.124 1.426 -0.677 0.124
H -0.488 1.118 0.943 0.124
H 1.810 2.082 0.953 0.110
```

SMILES: C#CCCC=O
HOMO: -9.83 eV

***

8.
The molecule C5H6O at a distorted geometry. Source: the OMol25 dataset; level of theory: wB97M-V/def2-TZVPD.

The geometry in XYZ format:
```
12
Properties=species:S:1:pos:R:3:lowdin_charge:R:1
C -1.494 -0.491 -2.153 0.112
C -0.742 -0.592 -1.216 -0.077
C 0.225 -0.870 -0.120 -0.491
C 0.962 0.509 0.439 -0.165
C -0.003 0.991 1.374 0.118
O -0.253 -1.330 1.021 -0.060
H -2.160 -0.421 -2.986 0.024
H 1.050 -1.451 -0.569 0.141
H 1.757 -0.047 0.947 0.122
H 1.441 1.305 -0.154 0.118
H -0.929 0.452 1.528 0.078
H 0.146 1.943 1.888 0.079
```

HOMO (alpha / beta): -9.79 / -8.71 eV

***

Short version: ΔE to the lowest compared entry with this formula, charge and spin = 308.0, 128.0, 549.5, 527.5, 26.7, 382.6, 183.7, 581.3 kJ/mol, in the order given.
Short version: DFT total energy = -269.22892, -269.29748, -269.13693, -269.14534, -269.33606, -269.20051, -269.27627, -269.12482 Eh, in the order given.